No. 1
The following is a quantum chemistry calculation of a molecular structure, C30H50IrP2Se, from the Open Molecules 2025 dataset.

Geometry as XYZ:
```
84
Properties=species:S:1:pos:R:3:mulliken_spin:R:1
Ir -0.620 0.501 -0.054 1.40
C -0.036 -0.679 2.333 0.32
C 1.319 -0.291 2.279 0.20
C 0.061 1.565 1.628 0.27
C -0.878 0.467 2.008 0.18
C 1.403 1.054 1.891 0.21
C -0.537 -1.945 2.912 -0.01
H 0.041 -2.816 2.558 0.00
H -1.593 -2.111 2.658 0.00
H -0.452 -1.921 4.016 0.02
C -2.227 0.766 2.575 0.00
H -2.751 -0.148 2.866 0.00
H -2.837 1.318 1.845 0.01
H -2.131 1.399 3.470 0.01
C -0.335 3.002 1.703 -0.13
H -0.240 3.366 2.737 0.00
H -1.374 3.128 1.382 0.06
H 0.311 3.620 1.067 0.01
C 2.614 1.889 2.034 -0.01
H 2.832 2.087 3.100 0.03
H 2.510 2.854 1.531 0.00
H 3.497 1.382 1.618 0.01
C 2.460 -1.126 2.752 0.00
H 2.499 -1.177 3.854 0.01
H 3.422 -0.735 2.404 0.00
H 2.393 -2.159 2.389 0.00
C 2.003 -2.335 -1.610 0.02
C 2.161 -2.795 -0.360 0.00
C 3.400 -3.502 0.109 0.01
C 4.676 -2.642 0.350 0.00
C 4.610 -1.174 0.014 0.00
C 4.456 -0.726 -1.240 0.00
C 4.386 -1.648 -2.433 0.00
C 3.073 -2.449 -2.660 0.00
H 3.658 -4.304 -0.603 0.00
H 5.504 -3.115 -0.207 0.00
H 3.153 -4.002 1.061 0.00
H 3.345 -3.511 -2.800 0.00
H 1.059 -1.897 -1.953 0.02
H 1.362 -2.725 0.386 -0.02
H 2.638 -2.116 -3.616 0.00
H 4.552 -1.029 -3.330 0.00
H 4.503 0.341 -1.482 0.00
H 5.220 -2.370 -2.392 0.00
H 4.937 -2.724 1.417 0.00
H 4.831 -0.495 0.843 0.00
P -1.861 -1.359 -0.636 0.23
C -3.455 -1.427 0.257 0.02
H -4.107 -2.130 -0.280 0.00
H -3.959 -0.452 0.293 -0.01
H -3.322 -1.793 1.282 0.00
C -2.255 -1.391 -2.404 0.05
H -3.081 -2.098 -2.554 0.01
H -1.383 -1.741 -2.970 -0.01
H -2.559 -0.404 -2.777 0.01
C -1.196 -3.024 -0.368 0.04
H -0.307 -3.189 -0.985 -0.02
H -1.970 -3.753 -0.637 0.00
H -0.925 -3.175 0.683 -0.01
P 0.509 1.780 -1.697 0.11
C 2.159 2.362 -1.166 0.05
H 2.733 2.697 -2.042 0.00
H 2.692 1.527 -0.702 -0.03
H 2.070 3.189 -0.460 0.00
C 0.973 0.732 -3.109 0.10
H 1.923 0.235 -2.884 -0.02
H 1.086 1.344 -4.008 0.00
H 0.199 -0.025 -3.277 -0.02
C -0.221 3.327 -2.424 0.04
H 0.534 3.843 -3.038 0.00
H -0.546 4.030 -1.646 -0.01
H -1.090 3.119 -3.063 0.00
Se -2.495 1.682 -1.080 0.75
C -4.263 2.079 -0.246 0.03
C -4.375 3.075 0.732 0.01
C -5.650 3.453 1.175 -0.01
C -6.792 2.865 0.616 0.03
C -6.673 1.886 -0.381 -0.01
C -5.405 1.498 -0.823 0.06
H -3.478 3.557 1.128 -0.01
H -5.748 4.220 1.946 0.00
H -7.784 3.190 0.939 0.00
H -7.564 1.440 -0.825 0.00
H -5.289 0.757 -1.617 -0.01
```

As for the HOMO energy (alpha / beta): -0.3265 / -0.4013 Ha. The charge is +1. As for the expectation value of S²: 6.024. As for the spin multiplicity: 5.

***

No. 2
The following is a quantum chemistry calculation of a molecular structure, C30H50P4SSn, from the Open Molecules 2025 dataset.

Geometry as XYZ:
```
86
Properties=species:S:1:pos:R:3:lowdin_charge:R:1
Sn -0.585 0.555 -0.805 0.75
P -0.920 0.930 2.166 0.78
P -2.216 -1.351 -1.855 0.72
P -3.155 1.971 -0.426 0.69
H 5.219 1.438 -1.351 0.08
C 4.243 1.834 -1.050 -0.07
C 4.082 2.539 0.080 -0.07
H 4.931 2.814 0.717 0.08
C 0.565 0.536 3.167 -0.24
C -2.154 -0.197 2.935 -0.21
C -1.360 2.532 2.946 -0.23
C -2.365 -1.076 -3.656 -0.22
C -1.690 -3.096 -1.751 -0.22
C -3.949 -1.451 -1.283 -0.23
C -2.734 3.730 -0.130 -0.25
C -4.477 1.699 0.821 -0.24
C -4.189 2.174 -1.935 -0.25
H 3.404 1.656 -1.733 0.04
H 3.093 2.896 0.392 0.04
H 1.443 1.041 2.743 0.05
H 0.766 -0.542 3.185 0.04
H 0.410 0.891 4.196 0.08
H -1.927 -1.236 2.659 0.04
H -3.169 0.041 2.590 0.03
H -2.109 -0.097 4.029 0.09
H -0.728 3.321 2.517 0.06
H -1.151 2.462 4.024 0.08
H -2.415 2.795 2.800 0.04
H -3.333 -1.462 -4.007 0.09
H -1.556 -1.617 -4.165 0.07
H -2.282 -0.009 -3.900 0.01
H -2.471 -3.732 -2.193 0.09
H -1.532 -3.405 -0.709 0.04
H -0.752 -3.249 -2.302 0.06
H -4.398 -2.353 -1.723 0.09
H -4.540 -0.574 -1.577 0.04
H -3.976 -1.546 -0.188 0.06
H -3.672 4.302 -0.074 0.09
H -2.126 4.115 -0.959 0.03
H -2.175 3.850 0.805 0.02
H -5.336 2.331 0.555 0.08
H -4.144 1.954 1.835 0.04
H -4.795 0.647 0.806 0.05
H -3.749 2.927 -2.600 0.05
H -5.188 2.510 -1.624 0.08
H -4.290 1.236 -2.492 0.03
C 0.466 3.189 -2.846 -0.60
C 1.063 3.325 -4.118 -0.03
C 2.157 4.167 -4.283 0.02
C 2.668 4.881 -3.193 0.06
C 2.101 4.722 -1.924 0.00
C 1.007 3.877 -1.743 -0.09
S -0.966 2.204 -2.701 0.66
H 0.379 -1.173 0.732 -0.07
H 0.634 2.765 -4.948 0.13
H 2.613 4.266 -5.268 0.15
H 3.517 5.551 -3.328 0.15
H 2.525 5.242 -1.066 0.14
H 0.563 3.732 -0.758 0.10
C 2.055 -1.832 -1.242 -0.19
P 1.470 -2.087 0.430 1.01
C 0.828 -3.742 0.667 -0.39
C -0.149 -3.950 1.665 -0.11
C -0.735 -5.205 1.812 -0.04
C -0.346 -6.263 0.982 -0.01
C 0.642 -6.065 0.011 -0.02
C 1.240 -4.816 -0.145 -0.06
C 2.786 -1.764 1.610 -0.36
C 3.001 -2.591 2.731 -0.05
C 3.933 -2.221 3.701 -0.02
C 4.675 -1.045 3.557 -0.01
C 4.491 -0.241 2.426 -0.04
C 3.564 -0.599 1.454 -0.11
H 1.937 -2.753 -1.828 0.07
H 3.118 -1.558 -1.208 0.08
H 1.502 -1.023 -1.748 0.00
H -0.432 -3.128 2.327 0.09
H -1.489 -5.357 2.586 0.13
H -0.805 -7.245 1.099 0.14
H 0.958 -6.893 -0.626 0.13
H 2.032 -4.670 -0.881 0.12
H 2.441 -3.522 2.832 0.11
H 4.084 -2.859 4.573 0.13
H 5.405 -0.760 4.315 0.14
H 5.074 0.673 2.292 0.12
H 3.445 0.034 0.572 0.06
```

As for the HOMO energy (alpha / beta): -0.7002 / -0.7002 Ha. The charge is +4.

***

No. 3
The following is a quantum chemistry calculation of 3 unconnected molecules or ions with the total composition C30H51BrN6O5S, from the Open Molecules 2025 dataset.

Geometry as XYZ:
```
94
Properties=species:S:1:pos:R:3:lowdin_charge:R:1
C 4.573 -0.217 -0.296 -0.06
C 4.996 0.421 -1.705 -0.37
O 6.422 0.217 -1.990 -0.10
C 4.117 -0.082 -2.956 -0.18
N 2.633 -0.107 -2.663 -0.09
C 1.961 0.920 -3.528 -0.18
C 0.376 0.998 -3.191 -0.14
O -0.283 0.139 -4.169 -0.12
C -1.502 -0.386 -3.689 -0.17
C -1.731 -1.903 -3.341 -0.42
Br -0.250 -3.219 -3.511 0.69
C -3.134 -2.373 -2.822 -0.09
C -3.412 -3.914 -2.400 -0.24
N -2.918 -4.172 -0.992 -0.02
C -4.354 -1.402 -2.655 -0.13
N -5.691 -1.827 -2.158 0.07
C -5.634 -1.592 -0.871 -0.60
S -5.364 -1.350 0.759 0.68
C -4.120 0.085 -2.990 0.04
C -2.713 0.539 -3.469 0.04
C -2.915 2.103 -3.633 -0.31
O -2.221 2.949 -4.258 0.09
N -4.143 2.555 -2.965 0.00
C -4.102 2.878 -1.501 -0.05
C -2.484 2.711 -0.949 -0.17
C -2.146 3.595 0.435 0.00
O -1.634 3.955 -1.036 -0.18
C -5.057 1.367 -2.951 -0.32
O -6.301 1.351 -2.936 0.10
H 3.727 -0.980 -0.463 0.08
H 4.218 0.635 0.375 0.08
H 5.412 -0.781 0.241 0.08
H 4.866 1.570 -1.669 0.14
H 6.808 -0.376 -1.313 0.07
H 4.445 -1.115 -3.313 0.13
H 4.316 0.644 -3.834 0.12
H 2.298 -1.034 -2.967 0.08
H 2.125 0.674 -4.643 0.13
H 2.462 1.939 -3.316 0.13
H 0.141 0.626 -2.142 0.13
H 0.057 2.088 -3.354 0.13
H -2.897 -4.632 -3.125 0.10
H -4.548 -4.079 -2.340 0.11
H -1.879 -4.174 -1.003 0.05
H -3.225 -3.388 -0.387 0.04
H -4.704 2.091 -0.934 0.13
H -4.376 3.956 -1.248 0.14
H -1.968 1.635 -1.053 0.15
H -1.270 3.260 1.082 0.10
H -2.722 4.569 0.523 0.11
C 10.249 0.056 -2.035 -0.09
C 10.222 0.963 -0.811 -0.27
N 10.345 0.256 0.460 -0.20
C 10.073 1.106 1.618 -0.25
C 11.030 2.267 1.888 -0.09
C 11.500 -0.626 0.596 -0.25
C 12.889 -0.002 0.448 -0.09
H 9.456 -0.696 -1.988 0.07
H 10.093 0.651 -2.939 0.08
H 11.209 -0.455 -2.148 0.06
H 9.262 1.491 -0.827 0.12
H 11.000 1.727 -0.927 0.10
H 10.014 0.482 2.517 0.11
H 9.065 1.520 1.501 0.11
H 11.968 1.925 2.325 0.05
H 10.578 2.952 2.609 0.07
H 11.252 2.845 0.988 0.07
H 11.410 -1.429 -0.140 0.10
H 11.450 -1.144 1.561 0.11
H 12.945 0.708 -0.380 0.07
H 13.625 -0.788 0.252 0.07
H 13.204 0.503 1.361 0.05
C -8.641 -3.261 5.028 -0.09
C -9.650 -2.132 5.204 -0.27
N -9.076 -0.795 5.095 -0.19
C -10.001 0.261 5.505 -0.25
C -11.263 0.466 4.669 -0.09
C -8.321 -0.518 3.878 -0.25
C -9.052 -0.656 2.542 -0.08
H -7.827 -3.181 5.754 0.08
H -9.134 -4.224 5.182 0.07
H -8.212 -3.276 4.023 0.06
H -10.085 -2.246 6.204 0.12
H -10.468 -2.282 4.489 0.10
H -9.458 1.212 5.562 0.11
H -10.309 0.056 6.537 0.11
H -11.051 0.979 3.732 0.05
H -11.968 1.094 5.220 0.07
H -11.775 -0.473 4.447 0.07
H -7.448 -1.177 3.856 0.09
H -7.890 0.489 3.939 0.12
H -9.685 -1.545 2.499 0.07
H -8.321 -0.739 1.731 0.04
H -9.664 0.219 2.325 0.06
```

As for the HOMO energy: -0.2999 Ha. As for the SMILES: C[C@@H](O)CNCCOc1c(Br)c(CN)c(N=C=S)c2c1C(=O)N(C[C@@H]1CO1)C2=O.CCN(CC)CC.CCN(CC)CC.

***

No. 4
The following is a quantum chemistry calculation of 7 unconnected molecules or ions with the total composition C30H51ClO26S7, from the Open Molecules 2025 dataset.

Geometry as XYZ:
```
115
Properties=species:S:1:pos:R:3:lowdin_charge:R:1
C -2.773 1.024 -2.901 -0.10
C -2.435 -0.521 -3.042 -0.24
C -2.686 -1.206 -1.636 -0.19
C -1.290 -1.411 -0.914 -0.19
C -1.399 -1.071 0.638 -0.19
C -1.891 -2.320 1.455 -0.20
C -0.768 -3.103 2.202 -0.20
C -0.155 -2.344 3.435 -0.18
C 1.290 -2.889 3.844 -0.12
C 2.011 -1.743 4.608 -0.10
C 2.467 -0.647 3.965 -0.17
C 2.360 -0.449 2.431 -0.36
S 3.642 -1.580 1.678 0.85
C 4.816 -0.505 0.708 -0.49
C 3.932 0.259 -0.379 -0.17
C 3.181 0.509 4.726 -0.35
O 3.122 1.640 4.387 0.12
C 4.025 0.035 5.952 -0.55
Cl 5.485 0.943 6.355 0.67
C 3.564 -1.034 6.598 0.00
C 2.263 -1.766 6.137 -0.31
O 1.569 -2.313 6.924 0.13
H -3.232 1.451 -3.829 0.06
H -1.832 1.544 -2.608 0.07
H -3.518 1.228 -2.088 0.06
H -1.354 -0.572 -3.313 0.09
H -3.000 -1.016 -3.865 0.09
H -3.333 -0.565 -0.984 0.09
H -3.234 -2.175 -1.743 0.11
H -0.491 -0.773 -1.370 0.10
H -0.999 -2.487 -0.980 0.11
H -0.412 -0.659 0.959 0.08
H -2.131 -0.224 0.724 0.09
H -2.748 -2.003 2.111 0.09
H -2.327 -3.035 0.705 0.12
H -1.252 -4.030 2.618 0.11
H 0.023 -3.493 1.504 0.12
H -0.813 -2.590 4.310 0.12
H -0.151 -1.238 3.320 0.10
H 1.145 -3.719 4.580 0.10
H 1.876 -3.247 2.967 0.09
H 2.492 0.609 2.118 0.09
H 1.389 -0.799 2.024 0.05
H 5.558 -1.188 0.227 0.08
H 5.334 0.216 1.389 0.05
H 4.583 0.501 -1.248 0.07
H 3.109 -0.452 -0.641 0.06
H 3.468 1.160 0.085 0.06
H 4.155 -1.382 7.476 0.13
C -3.851 1.162 -7.493 -0.16
C -3.174 0.437 -8.637 -0.16
O -1.848 0.154 -8.164 -0.27
S -1.912 -0.093 -6.569 0.61
O -1.968 -1.492 -6.327 -0.22
O -0.955 0.756 -5.951 -0.22
O -3.384 0.517 -6.311 -0.20
H -3.544 2.211 -7.454 0.14
H -4.937 1.105 -7.552 0.14
H -3.138 1.034 -9.540 0.13
H -3.666 -0.515 -8.851 0.14
C -5.429 0.122 5.004 -0.17
C -4.474 1.226 4.593 -0.17
O -4.081 0.894 3.261 -0.21
S -5.306 0.152 2.513 0.63
O -6.004 1.108 1.736 -0.23
O -4.823 -1.071 1.975 -0.22
O -6.187 -0.171 3.830 -0.18
H -4.887 -0.782 5.294 0.13
H -6.087 0.426 5.816 0.13
H -3.606 1.290 5.245 0.14
H -4.979 2.196 4.565 0.13
C -3.201 5.838 2.121 -0.17
C -3.988 5.960 0.829 -0.17
O -3.982 4.645 0.271 -0.18
S -3.975 3.558 1.467 0.63
O -5.307 3.120 1.687 -0.23
O -2.900 2.660 1.247 -0.21
O -3.570 4.570 2.665 -0.19
H -2.125 5.828 1.929 0.13
H -3.435 6.636 2.824 0.13
H -3.543 6.673 0.137 0.14
H -5.026 6.241 1.023 0.13
C 2.175 2.436 -9.465 -0.16
C 1.310 3.468 -10.161 -0.17
O 0.363 2.705 -10.912 -0.18
S 0.038 1.332 -10.117 0.67
O -1.160 1.508 -9.375 -0.25
O 0.230 0.244 -11.005 -0.20
O 1.277 1.389 -9.087 -0.17
H 2.918 2.017 -10.147 0.13
H 2.676 2.841 -8.587 0.14
H 1.885 4.119 -10.816 0.14
H 0.759 4.075 -9.438 0.13
C 6.224 3.648 1.488 -0.17
C 6.880 3.130 2.752 -0.17
O 8.175 2.687 2.339 -0.19
S 8.689 3.614 1.122 0.62
O 9.544 4.616 1.650 -0.22
O 9.072 2.771 0.048 -0.22
O 7.271 4.300 0.765 -0.19
H 5.845 2.827 0.873 0.12
H 5.415 4.345 1.698 0.14
H 6.321 2.314 3.207 0.12
H 7.014 3.931 3.484 0.14
C -0.011 -7.757 4.735 -0.17
C 0.944 -6.654 4.325 -0.18
O 1.339 -6.986 2.993 -0.19
S 0.114 -7.728 2.246 0.62
O -0.584 -6.769 1.468 -0.22
O 0.591 -8.949 1.707 -0.21
O -0.770 -8.049 3.559 -0.19
H 0.529 -8.662 5.026 0.13
H -0.670 -7.453 5.547 0.14
H 1.812 -6.592 4.979 0.14
H 0.440 -5.686 4.296 0.11
```

As for the HOMO energy: -0.3225 Ha. As for the SMILES: CCCCCCCCCC1=C(CSCC)C(=O)C(Cl)=CC1=O.O=S1(=O)OCCO1.O=S1(=O)OCCO1.O=S1(=O)OCCO1.O=S1(=O)OCCO1.O=S1(=O)OCCO1.O=S1(=O)OCCO1.

***

No. 5
The following is a quantum chemistry calculation of 5 unconnected molecules or ions with the total composition C30H51F5N2O10, from the Open Molecules 2025 dataset.

Geometry as XYZ:
```
98
Properties=species:S:1:pos:R:3:lowdin_charge:R:1
C 1.924 -2.674 -0.082 -0.07
C 1.546 -1.236 -0.560 -0.22
C 2.534 -0.158 -0.907 0.02
C 2.086 1.161 -1.383 -0.11
C 3.223 2.196 -1.709 -0.12
C 3.320 3.359 -0.600 -0.16
O 4.502 3.209 0.240 -0.11
C 4.256 2.190 1.182 -0.31
O 3.754 2.490 2.231 0.10
C 0.615 1.490 -1.534 -0.15
N 0.311 2.757 -2.019 0.14
C -1.041 2.904 -2.049 -0.03
C -2.059 1.896 -1.641 -0.13
C -3.596 2.264 -1.695 -0.30
F -4.350 1.093 -1.766 0.08
F -3.902 3.154 -2.697 0.11
C -3.962 2.888 -0.248 -0.40
F -5.025 2.273 0.343 0.14
F -2.878 2.673 0.601 0.08
F -4.117 4.253 -0.325 0.13
N -1.734 0.647 -1.215 0.18
C -0.351 0.440 -1.155 -0.14
C 0.132 -0.920 -0.674 0.04
H 1.615 -2.838 0.993 0.09
H 1.294 -3.402 -0.680 0.08
H 2.991 -2.951 -0.283 0.08
H 3.626 -0.384 -0.790 0.11
H 4.217 1.658 -1.651 0.11
H 3.164 2.618 -2.745 0.11
H 2.406 3.367 0.051 0.13
H 3.448 4.321 -1.161 0.13
H 4.553 1.142 0.906 0.15
H -1.429 3.896 -2.417 0.13
H -0.619 -1.706 -0.425 0.12
C -6.625 -3.037 -2.282 -0.12
O -7.565 -3.119 -1.225 -0.19
C -7.243 -4.131 -0.274 -0.20
C -6.526 -3.557 0.943 -0.20
O -5.252 -3.014 0.609 -0.19
C -5.279 -1.605 0.435 -0.11
H -6.742 -2.065 -2.764 0.09
H -5.595 -3.128 -1.930 0.08
H -6.828 -3.822 -3.018 0.09
H -6.649 -4.924 -0.739 0.13
H -8.190 -4.568 0.056 0.12
H -6.345 -4.369 1.653 0.12
H -7.146 -2.806 1.444 0.13
H -5.257 -1.112 1.412 0.09
H -6.161 -1.273 -0.119 0.09
H -4.390 -1.314 -0.126 0.08
C -0.199 -3.032 -4.441 -0.11
O -1.296 -2.988 -3.541 -0.20
C -2.313 -2.103 -3.963 -0.21
C -3.447 -2.822 -4.676 -0.20
O -3.018 -3.415 -5.897 -0.19
C -2.734 -4.800 -5.762 -0.11
H 0.371 -3.939 -4.234 0.09
H -0.519 -3.053 -5.485 0.08
H 0.447 -2.164 -4.276 0.09
H -1.892 -1.315 -4.595 0.13
H -2.712 -1.636 -3.057 0.11
H -4.215 -2.085 -4.934 0.13
H -3.909 -3.571 -4.024 0.12
H -3.665 -5.373 -5.789 0.09
H -2.196 -5.024 -4.837 0.08
H -2.111 -5.101 -6.605 0.09
C -3.090 1.330 6.169 -0.11
O -2.566 0.877 4.930 -0.19
C -2.979 1.683 3.831 -0.20
C -1.915 2.706 3.454 -0.20
O -1.697 3.651 4.496 -0.19
C -0.567 3.333 5.296 -0.11
H -2.489 0.897 6.969 0.09
H -3.059 2.417 6.261 0.08
H -4.124 0.986 6.280 0.09
H -3.933 2.174 4.050 0.13
H -3.132 1.011 2.981 0.12
H -2.266 3.266 2.586 0.10
H -0.976 2.214 3.175 0.13
H 0.348 3.653 4.788 0.09
H -0.504 2.264 5.517 0.08
H -0.656 3.876 6.238 0.09
C 10.264 1.975 3.406 -0.11
O 10.715 1.364 2.205 -0.19
C 10.132 0.083 1.990 -0.20
C 8.946 0.160 1.037 -0.20
O 7.877 0.923 1.584 -0.20
C 7.861 2.263 1.109 -0.11
H 10.474 3.044 3.340 0.09
H 9.193 1.841 3.564 0.08
H 10.812 1.561 4.258 0.09
H 9.842 -0.374 2.941 0.13
H 10.903 -0.546 1.535 0.12
H 8.564 -0.854 0.876 0.12
H 9.248 0.561 0.063 0.13
H 7.401 2.296 0.116 0.09
H 8.862 2.698 1.060 0.09
H 7.258 2.859 1.796 0.09
```

As for the HOMO energy: -0.3308 Ha. As for the SMILES: Cc1cc(CCOC=O)c2ncc(C(F)(F)C(F)(F)F)nc2c1.COCCOC.COCCOC.COCCOC.COCCOC.

***

The largest force on an atom results, record by record, are as follows: 2.8, 2.4, 5.8, 5.0, 4.2 eV Å⁻¹.